2 unconnected molecules or ions with the total composition C9H13O2P. Source: the OMol25 dataset; level of theory: wB97M-V/def2-TZVPD.

LUMO energy (spin up / spin down) = -0.54 / -0.54 eV
ΔE to the lowest compared entry with this formula, charge and spin = 167.2 kcal per mole
Max |F| = 3.063 eV/A
Orbital gap (spin up / spin down) = 6.6 / 6.6 eV
E_HOMO (spin up / spin down) = -7.175 / -7.176 eV
Electronic energy = -842.25838 Ha

Last column: Löwdin charge in e.
CARTESIAN COORDINATES (ANGSTROEM)
C 1.003 -2.246 0.177  0.03
C 1.281 -1.459 -0.895  -0.37
C 1.628 -0.102 -0.844  -0.45
C -1.550 1.654 0.711  -0.18
C -1.211 2.043 1.929  -0.10
C 0.463 -3.570 -0.392  -0.20
C 0.758 -2.183 -2.173  -0.20
C -1.860 2.509 -0.442  -0.13
C -0.069 1.853 3.851  -0.05
O 0.723 -3.513 -1.762  -0.12
O -1.178 1.842 3.170  0.00
P 1.416 0.777 -2.298  0.88
H 0.922 -2.042 1.246  0.12
H 2.125 0.143 0.151  0.09
H -1.617 0.578 0.440  0.11
H 0.834 -4.451 0.050  0.10
H -0.664 -3.617 -0.260  0.14
H -0.214 -1.838 -2.512  0.12
H 1.412 -2.205 -2.969  0.09
H -2.927 2.340 -0.717  0.09
H -1.643 3.592 -0.268  0.09
H -1.346 2.162 -1.343  0.04
H 1.649 2.043 -2.008  -0.21
H 0.919 1.954 3.415  0.07
H -0.185 1.907 4.884  0.04